# 1
Below is a cluster of 14 separate species, C50H87Br2IN14O8 in total in a non-equilibrium geometry, with properties calculated with the ωB97M-V functional and the def2-TZVPD basis.

Values from the calculation:
Gap between HOMO and LUMO   8.77 eV
HOMO energy   -8.63 eV

Each line ends with the Löwdin charge.
Atoms and positions in Å:
I1 -9.366832 0.851782 3.103600  0.73
Br1 -4.843734 4.206359 2.732315  0.75
Br2 -1.211334 7.254945 -1.243319  0.60
O1 3.732090 3.432332 -1.962254  -0.25
O2 -2.769204 0.810544 3.619757  -0.09
O3 1.696259 1.968518 3.451590  -0.24
O4 -5.141080 2.754755 0.186158  -0.21
O5 1.315930 1.700373 -2.138729  -0.21
O6 -3.369780 5.763259 0.043479  -0.21
O7 -1.804989 2.361370 -1.622153  -0.22
O8 -3.973632 1.309084 3.575181  -0.25
N1 8.963437 -10.441494 -2.329933  0.09
N2 3.876384 -2.942892 3.464860  0.10
N3 6.606815 -9.659467 0.830989  0.07
N4 7.523350 -2.164422 -10.547665  0.08
N5 -6.542033 0.990604 -1.490325  0.13
N6 -8.779153 5.314386 1.405222  0.11
N7 -8.312630 -2.379700 5.726170  0.09
N8 -6.485604 4.618009 -1.919155  -0.02
N9 1.133354 -9.905758 0.460287  0.07
N10 3.365940 -1.516038 -0.908042  0.10
N11 -10.266646 -3.583643 -0.211636  0.10
N12 5.757967 -5.380965 2.299871  0.10
N13 6.912992 1.018584 -5.622394  0.08
N14 2.976384 -1.926139 -14.361374  0.07
C1 7.236486 -8.693116 0.321282  -0.22
C2 4.523161 -3.048549 4.542189  -0.14
C3 -5.253664 2.534722 1.635823  -0.61
C4 3.768772 2.118704 -1.295085  -0.16
C5 2.620169 1.058106 -1.794403  -0.20
C6 -1.239513 5.976157 1.402459  -0.20
C7 4.808241 -3.007422 0.943829  -0.13
C8 2.140375 -10.539008 0.041927  -0.21
C9 -6.880690 2.260747 1.911942  -0.25
C10 -1.908699 5.713534 -0.103931  -0.60
C11 -6.939600 1.975825 4.664766  -0.20
C12 -8.045687 -4.980129 -1.134161  -0.08
C13 -8.605505 6.063641 2.404515  -0.19
C14 -8.796913 -0.534868 -0.922582  -0.07
C15 5.915719 1.678853 -5.222877  -0.18
C16 2.154751 0.914135 2.515094  -0.22
C17 -3.825668 3.272969 -0.211776  -0.18
C18 7.696998 -1.415167 -9.548372  -0.20
C19 3.623161 -2.031795 -13.284045  -0.22
C20 -3.596540 4.910334 -2.431833  -0.07
C21 0.221991 0.717745 -1.892691  -0.16
C22 1.019409 5.802277 2.876932  -0.21
C23 2.010736 3.317407 2.936640  -0.20
C24 0.399713 5.980211 1.363532  -0.24
C25 -7.023457 -1.000273 7.768007  -0.09
C26 5.302704 -3.176054 5.840808  -0.06
C27 4.019995 -2.192250 -0.068357  -0.14
C28 3.107208 4.446926 -1.097892  -0.23
C29 -7.564510 0.298959 -1.232857  -0.17
C30 3.730304 0.582145 2.959531  -0.08
C31 7.906145 -0.512020 -8.343824  -0.10
C32 -7.728036 -1.754175 6.651963  -0.21
C33 9.617492 -11.117707 -1.490249  -0.21
C34 4.735490 -6.072610 2.557339  -0.19
C35 -7.174872 1.272174 3.182343  -0.67
C36 0.698423 4.265919 3.352432  -0.17
C37 -9.259625 -4.216892 -0.629996  -0.21
C38 -8.396358 6.966788 3.609064  -0.07
C39 10.405738 -11.932879 -0.478063  -0.08
C40 4.402704 -2.159301 -11.985426  -0.10
C41 -3.248932 2.196253 -1.355458  -0.14
C42 -1.257132 1.240895 -2.404663  -0.15
C43 -5.660013 5.252005 -0.823194  -0.20
C44 3.354313 -11.302244 -0.462238  -0.09
C45 3.503087 -6.906437 2.867614  -0.06
C46 4.116215 5.041928 0.075557  -0.10
C47 -4.307200 1.281743 2.113779  -0.10
C48 7.995580 -7.528290 -0.292977  -0.08
C49 4.713686 2.474864 -4.741380  -0.07
C50 -4.049813 4.799133 -0.858891  -0.34
H1 7.596498 -6.582791 0.084322  0.06
H2 -2.455895 4.678058 -2.632198  0.08
H3 4.687583 -3.202279 -11.822534  0.07
H4 0.150736 0.400447 -0.762143  0.13
H5 2.195860 5.985643 2.913614  0.11
H6 -1.082200 1.663779 -3.505407  0.15
H7 -7.357049 1.903122 0.904697  0.09
H8 3.867044 1.804350 -4.569835  0.07
H9 -2.510067 0.687283 4.579643  0.15
H10 3.708799 2.199801 -0.113558  0.11
H11 3.085473 0.458454 -2.701333  0.12
H12 -7.475101 -4.356717 -1.827975  0.07
H13 4.956467 2.988075 -3.806896  0.06
H14 2.464849 0.288385 -0.896411  0.06
H15 4.433100 3.217642 -5.493075  0.08
H16 3.924899 -10.678833 -1.156052  0.07
H17 -0.220974 3.766485 2.817110  0.11
H18 2.975110 -6.485475 3.727760  0.08
H19 -3.820320 5.986674 -2.860635  0.10
H20 0.520820 -0.248702 -2.500598  0.14
H21 4.841226 1.659647 -1.532411  0.14
H22 3.787169 -1.823095 -11.146575  0.07
H23 4.392325 -4.016095 1.015157  0.03
H24 0.825530 5.148155 0.622868  0.10
H25 -9.164358 6.768339 4.361586  0.08
H26 -7.411837 6.781428 4.047444  0.07
H27 2.220517 3.899380 -0.528793  0.10
H28 4.481710 1.242830 2.345645  0.08
H29 -7.659262 -0.186551 8.127447  0.08
H30 4.240476 4.253782 0.947151  0.06
H31 -9.324890 -0.113907 -0.062436  0.03
H32 2.713717 5.343704 -1.765334  0.14
H33 7.892954 -7.549042 -1.381488  0.07
H34 -2.025144 0.344209 -2.457520  0.14
H35 2.053130 1.214871 1.388174  0.10
H36 -6.809352 -1.678363 8.598578  0.07
H37 3.796690 -7.934149 3.098048  0.08
H38 5.587583 -4.219033 6.003700  0.08
H39 -7.403653 -5.256671 -0.293441  0.08
H40 -9.469335 -0.541426 -1.784785  0.08
H41 -1.608783 7.040894 1.737816  0.12
H42 -7.490919 4.845844 -1.665749  0.08
H43 11.452366 -12.000251 -0.787658  0.08
H44 -7.340503 3.336972 2.135668  0.07
H45 2.830665 -6.912995 2.005411  0.08
H46 2.099081 3.364506 1.761760  0.11
H47 5.854869 -3.074794 0.634234  0.08
H48 -6.826401 3.142616 4.623611  0.05
H49 -4.914009 0.290667 1.840437  0.15
H50 -1.720000 5.188585 2.122913  0.09
H51 9.989822 -12.941551 -0.406735  0.08
H52 0.490235 4.239105 4.524208  0.12
H53 8.890667 -0.697380 -7.905443  0.08
H54 3.863609 -0.572893 2.815438  0.03
H55 0.845607 7.006034 0.947097  0.10
H56 -8.365301 -5.888627 -1.652135  0.08
H57 -4.192413 4.153832 -3.137646  0.10
H58 3.996347 -11.578786 0.378482  0.07
H59 -3.281602 1.190781 1.558871  0.14
H60 -6.127258 5.168889 0.256829  0.08
H61 -8.458801 8.015047 3.304361  0.08
H62 2.941575 3.820885 3.440052  0.13
H63 1.475978 -0.024962 2.708644  0.13
H64 -3.356690 1.130341 -0.828924  0.13
H65 -3.011155 3.263607 0.641340  0.15
H66 3.760923 0.804148 4.130223  0.10
H67 10.355134 -11.456489 0.504831  0.07
H68 -6.673616 0.216335 3.127367  0.08
H69 5.182594 5.242777 -0.392742  0.09
H70 -3.920859 2.144177 -2.312934  0.13
H71 9.055655 -7.596057 -0.033860  0.07
H72 -1.488686 4.746327 -0.611014  0.11
H73 5.306986 -1.546156 -12.031779  0.05
H74 6.206986 -2.562910 5.794455  0.08
H75 3.034699 -12.210743 -0.980212  0.07
H76 4.687169 -2.839848 6.679659  0.08
H77 -6.430223 3.576340 -1.927790  0.04
H78 7.138146 -0.710469 -7.591302  0.05
H79 -6.059411 1.443133 5.270393  0.08
H80 4.757637 -2.531032 1.926723  -0.01
H81 7.843702 0.536239 -8.648527  0.07
H82 -7.914077 1.772797 5.324005  0.03
H83 -8.503310 -1.562580 -0.692148  0.04
H84 -5.637256 6.421525 -1.062555  0.14
H85 3.681394 6.025209 0.551033  0.08
H86 -6.083274 -0.581131 7.398961  0.07
H87 0.471296 6.602331 3.568173  0.12

Forces on atoms 1 to 6 (eV/Å):
I 0.9 0.0 -0.2
Br 0.3 -0.8 -0.6
Br -0.5 -0.8 0.3
O -0.6 -0.2 2.1
O 6.3 -2.7 1.5
O 0.9 0.6 -2.8

# 2
Below is a structure of composition C23H19N2O6PPdS2, with properties calculated with the ωB97M-V functional and the def2-TZVPD basis.

Values from the calculation:
Gap between HOMO and LUMO (alpha / beta)   8.21 / 4.91 eV
HOMO energy (alpha / beta)   -14.75 / -15.09 eV
Multiplicity   5
Net charge   +2
<S²>   6.047

Each line ends with the Löwdin charge.
Atoms and positions in Å:
Pd1 -0.441172 -0.779951 -0.183233  0.89
S1 -0.953607 2.317611 -0.189282  0.58
S2 -0.711290 -0.175599 2.376722  0.51
P1 1.432786 -2.112244 -0.663262  1.06
O1 -0.957673 -1.550723 1.778234  -0.40
O2 0.377457 0.407786 1.548125  -0.37
O3 0.016884 2.970872 0.774107  -0.03
O4 -0.308740 1.326609 -1.026726  -0.34
O5 -1.513389 3.462285 -0.848076  -0.15
O6 -0.557946 -0.188786 3.783004  -0.20
N1 -1.435106 -2.837199 -0.915461  0.06
N2 0.612231 -3.642759 -0.241503  0.05
C1 -3.274639 0.436187 2.673460  -0.03
C2 4.778508 -1.902408 2.379362  -0.02
C3 -3.528412 2.120924 0.477280  -0.03
C4 3.473505 -2.141494 2.799288  -0.04
C5 5.077212 -1.756314 1.031442  -0.04
C6 1.997915 -2.353227 -2.328868  -0.38
C7 -1.236121 -5.151651 -0.124521  0.09
C8 -2.565352 -5.374900 -0.389805  0.01
C9 -4.637560 1.790374 1.238143  -0.02
C10 2.009954 -1.569169 -4.599537  -0.04
C11 4.070025 -1.854730 0.084759  -0.06
C12 -2.271020 1.602034 0.798418  -0.24
C13 2.761680 -2.102649 0.507534  -0.36
C14 2.861645 -2.613035 -4.935788  -0.03
C15 -2.154940 0.733144 1.903544  -0.26
C16 1.567340 -1.437866 -3.292980  -0.08
C17 -4.509599 0.968765 2.346323  -0.02
C18 -3.312629 -4.338703 -0.931922  0.06
C19 -0.681583 -3.865736 -0.418681  -0.32
C20 -2.696293 -3.077998 -1.164931  -0.03
C21 3.286093 -3.526304 -3.975071  -0.04
C22 2.864193 -3.399965 -2.664590  -0.08
C23 2.455585 -2.229523 1.869827  -0.09
H1 -4.359506 -4.467791 -1.171741  0.14
H2 4.295574 -1.739070 -0.967596  0.11
H3 5.568851 -1.822413 3.114118  0.12
H4 3.251570 -2.241647 3.853193  0.12
H5 -3.275551 -2.254871 -1.564160  0.14
H6 -5.597419 2.213174 0.973970  0.13
H7 1.165747 -4.398301 0.155411  0.15
H8 -0.601034 -5.925803 0.287212  0.14
H9 3.205209 -2.715650 -5.956712  0.13
H10 1.431829 -2.380598 2.194660  0.09
H11 3.218641 -4.094388 -1.911175  0.12
H12 3.955858 -4.330095 -4.250115  0.12
H13 -3.013784 -6.337995 -0.186188  0.14
H14 1.695329 -0.858007 -5.351096  0.12
H15 0.907106 -0.623445 -3.018547  0.09
H16 -5.367634 0.746404 2.966530  0.13
H17 -3.631547 2.818768 -0.340351  0.12
H18 -3.163090 -0.204932 3.538256  0.13
H19 6.093907 -1.563899 0.717193  0.12

Forces on atoms 1 to 6 (eV/Å):
Pd 0.2 -0.5 -0.3
S -0.2 0.2 0.6
S 0.2 -0.1 0.0
P 0.0 0.1 0.2
O 0.0 0.2 0.0
O -0.1 0.0 0.0